Run A
The following is a quantum chemistry calculation of a 2-piece molecular cluster, CH6N2O overall, from the Open Molecules 2025 dataset.

Summary:
- E_LUMO (eV) = 0.7
- HOMO (eV) = -9.09

Positions of all 10 atoms, in Å:
N 0.35277 -0.82567 -1.04920
C -0.94479 -0.42796 -1.07837
N -1.88556 -0.77011 -0.27842
H 0.65232 -1.40235 -0.27466
H 1.00692 -0.30573 -1.60661
H -1.20473 0.33777 -1.82171
H -1.48885 -0.99535 0.63655
H 1.07780 1.71285 1.08186
H 0.97011 1.45664 2.58441
O 1.46401 1.21991 1.80613

Run B
The following is a quantum chemistry calculation of a 2-piece molecular cluster, CH6N2O overall, from the Open Molecules 2025 dataset.

Summary:
- E_LUMO (eV) = -0.6
- HOMO (eV) = -6.43

Positions of all 10 atoms, in Å:
O 0.73890 -0.66586 -2.76476
H 0.71179 -1.49432 -3.24814
N 0.57825 0.73787 1.59884
C -0.38833 0.10310 0.92984
N -0.55448 -0.09765 -0.34647
H 0.87727 1.55231 1.05514
H 0.51424 0.91675 2.59245
H -1.26293 -0.22464 1.65344
H -1.47668 -0.39194 -0.61065
H 0.26196 -0.43561 -0.85969

Run C
The following is a quantum chemistry calculation of a 2-piece molecular cluster, CH6N2O overall, from the Open Molecules 2025 dataset.

Summary:
- E_LUMO (eV) = 0.6
- HOMO (eV) = -9.34

Positions of all 10 atoms, in Å:
C -0.82043 -0.64962 -0.11433
N 0.94943 0.85482 -0.15156
N 0.43802 -0.24402 0.51714
O -1.66553 0.45912 0.04887
H -0.76397 -0.79871 -1.16448
H -1.21288 -1.48432 0.41388
H 1.56604 1.55317 0.47051
H 1.40808 0.81867 -1.08404
H 1.27453 -1.45082 0.37826
H -1.17329 0.94172 0.68574

Run D
The following is a quantum chemistry calculation of a 3-piece molecular cluster, CH6N2O overall, from the Open Molecules 2025 dataset.

Summary:
- E_LUMO (eV) = 0.9
- HOMO (eV) = -9.70

Positions of all 10 atoms, in Å:
N -1.59785 0.29182 -0.07253
O -0.71056 -0.78148 -0.14795
H -0.07557 -0.99481 1.08282
H -1.55410 0.78222 -0.97033
H -1.28076 0.93322 0.66633
C 0.93846 -0.39547 -0.31369
N 1.32014 0.75075 -0.62277
H 0.78824 1.56982 -0.33752
H 1.39851 -1.31287 -0.65544
H 0.77349 -0.84320 1.37107

Quick look at relative energies in kJ/mol: run A 0.0; run B 261.4; run C 298.7; run D 502.7.

Run A
The following is a quantum chemistry calculation of one molecule with the formula C2H4N4O2, from the Open Molecules 2025 dataset.

Summary:
- E_LUMO (eV) = 0.6
- HOMO (eV) = -8.82

Positions of all 12 atoms, in Å:
C -0.80954 -1.63270 -0.05920
C 0.48896 -0.02226 0.21232
H -1.58618 2.26942 0.39888
H -0.28856 2.08950 -0.58158
H -1.25561 -2.59984 -0.32344
H 2.47138 -0.97365 0.02046
N -1.14832 1.65126 -0.27927
N -0.84743 0.49979 0.49268
N 0.43983 -1.38061 -0.01802
N 1.50626 0.70213 0.07754
O -1.64118 -0.61244 0.05831
O 2.67039 0.00938 0.00133

Run B
The following is a quantum chemistry calculation of one molecule with the formula C2H4N4O2, from the Open Molecules 2025 dataset.

Summary:
- E_LUMO (eV) = 0.6
- HOMO (eV) = -8.72

Positions of all 12 atoms, in Å:
C -0.34622 -0.15323 -0.20609
C 1.18259 0.67123 1.25517
H 0.16527 0.22727 -2.62642
H -0.94583 -0.78742 -3.12245
H -1.68403 0.32262 1.03834
H 0.47723 -0.33441 2.78702
N -0.23184 -0.66867 -2.43336
N -0.92275 -0.57643 -1.23518
N -0.87536 -0.32027 1.08167
N 0.09397 0.14956 1.99589
O 2.19665 1.14501 1.58258
O 0.89031 0.32474 -0.11715

Quick look at relative energies in kJ/mol: run A 232.3; run B 0.0.

Run A
The following is a quantum chemistry calculation of C41H33KN3O4PS as an isolated structure, from the Open Molecules 2025 dataset.

Summary:
- E_LUMO (eV) = 4.0
- charge = -2
- HOMO (eV) = -1.45

Positions of all 84 atoms, in Å:
K -0.33474 -0.86033 -0.68981
C 3.22828 -2.58214 2.42225
C 1.81545 -3.01552 2.16802
C 1.53364 -3.96231 1.19179
C 0.21816 -4.30467 0.90039
C -0.82461 -3.70695 1.58384
C -0.55303 -2.76396 2.56786
C 0.75801 -2.42876 2.85866
H 3.87388 -2.85447 1.58573
H 3.64405 -3.03539 3.32759
H 3.29151 -1.49900 2.53832
H 2.33355 -4.38289 0.59437
H 0.02660 -4.99642 0.08957
H -1.85077 -3.91946 1.31131
H -1.37008 -2.23244 3.03248
H 0.95685 -1.64522 3.58263
C 0.55658 0.78004 5.66363
C -0.79820 0.56207 5.43362
C -1.34965 0.82833 4.19070
C -0.56410 1.32386 3.14972
C 0.78791 1.52985 3.39281
C 1.34828 1.26567 4.63555
P -1.21880 1.67933 1.45756
C -1.57799 3.47051 1.63896
C -1.98435 4.08984 2.82208
C -2.26752 5.44576 2.85291
C -2.15943 6.20201 1.69257
C -1.76487 5.59947 0.50826
C -1.46873 4.24193 0.48329
C -2.84708 0.86452 1.51049
C -4.05464 1.54910 1.46004
C -5.24394 0.82980 1.48957
C -5.17219 -0.55311 1.58071
C -3.93404 -1.18906 1.60876
C -2.68804 -0.54084 1.53951
H 0.98435 0.55380 6.63404
H -1.42867 0.16702 6.22209
H -2.39524 0.62116 4.00327
H 1.42737 1.87866 2.58885
H 2.40988 1.42575 4.78641
H -2.07579 3.49841 3.72488
H -2.57840 5.91414 3.77961
H -2.38395 7.26288 1.71419
H -1.68134 6.17888 -0.40352
H -1.15576 3.77117 -0.44234
H -4.08427 2.63450 1.40676
H -6.19929 1.34310 1.44117
H -6.08683 -1.14084 1.60981
H -3.95902 -2.28272 1.65429
O -2.25833 -0.76853 -2.10053
C -2.49073 -0.37416 -3.26841
C -3.75653 -0.56662 -3.91703
C -3.97774 -0.21186 -5.22301
C -2.98316 0.38288 -6.00209
C -1.75809 0.62641 -5.39747
C -1.49575 0.28681 -4.07641
C -0.16754 0.63329 -3.54417
N 0.14777 1.28806 -2.43928
C 1.51282 1.45753 -2.48266
C 2.03001 0.87965 -3.59866
N 0.95463 0.37048 -4.27766
H -4.53264 -1.03011 -3.31886
H -4.95754 -0.40175 -5.65639
H -3.16458 0.66700 -7.03089
H -0.97489 1.12518 -5.96305
H 2.03747 1.96889 -1.69207
H 3.04166 0.75831 -3.94552
H 0.98970 -0.35942 -4.97111
O 2.33302 -2.31151 -4.58414
S 2.67553 -2.85187 -3.28143
O 2.78534 -4.29211 -3.21299
N 1.76373 -2.23606 -2.11887
C 2.50985 -1.54071 -1.21780
O 2.13575 -1.00402 -0.17989
C 3.98150 -1.46698 -1.60754
C 5.00889 -0.80200 -0.95500
C 6.27461 -0.86483 -1.52069
C 6.49735 -1.57212 -2.70404
C 5.46468 -2.23778 -3.35405
C 4.21388 -2.16062 -2.76838
H 4.79678 -0.25911 -0.04333
H 7.10601 -0.35877 -1.04409
H 7.49554 -1.60063 -3.12634
H 5.62201 -2.78799 -4.27138

Run B
The following is a quantum chemistry calculation of C41H33KN3O4PS as an isolated structure, from the Open Molecules 2025 dataset.

Summary:
- E_LUMO (eV) = 4.1
- charge = -2
- HOMO (eV) = -1.48

Positions of all 84 atoms, in Å:
K -0.12899 0.99437 -0.86393
C -2.70118 -2.49802 -1.89853
C -1.45523 -2.64758 -1.07046
C -0.20835 -2.28284 -1.58186
C 0.93415 -2.39382 -0.80290
C 0.85482 -2.84694 0.50830
C -0.37910 -3.20591 1.02782
C -1.51807 -3.11326 0.23879
H -3.58654 -2.74238 -1.30867
H -2.67713 -3.15423 -2.77302
H -2.76714 -1.46679 -2.24956
H -0.13604 -1.86119 -2.57804
H 1.88088 -2.06335 -1.20812
H 1.73935 -2.87027 1.13310
H -0.46068 -3.52677 2.05990
H -2.48613 -3.36291 0.66021
C 4.71302 1.98328 -0.52715
C 5.01262 0.71234 -0.05054
C 4.26780 0.16810 0.98472
C 3.22688 0.88687 1.57364
C 2.93923 2.15767 1.08604
C 3.67454 2.70424 0.04130
P 2.31754 0.06280 2.94204
C 3.55337 0.34238 4.28549
C 4.48675 1.37700 4.28680
C 5.36431 1.54701 5.34907
C 5.32008 0.68810 6.43962
C 4.39324 -0.34673 6.45459
C 3.52559 -0.51639 5.38397
C 0.96644 1.25112 3.31783
C 0.84791 1.91474 4.54310
C -0.25286 2.73628 4.75643
C -1.19864 2.87921 3.74431
C -1.03707 2.20281 2.53592
C 0.04802 1.34718 2.26313
H 5.26094 2.39607 -1.36554
H 5.80504 0.13323 -0.51169
H 4.47554 -0.83842 1.33313
H 2.10289 2.70266 1.50525
H 3.40769 3.67005 -0.36284
H 4.52868 2.05484 3.44155
H 6.08494 2.35675 5.32752
H 6.00199 0.82237 7.27123
H 4.35029 -1.02430 7.29993
H 2.80867 -1.33024 5.38952
H 1.58567 1.81217 5.33393
H -0.36861 3.25646 5.70254
H -2.06405 3.51906 3.90234
H -1.80645 2.34250 1.77643
O -1.89387 0.55374 -2.69081
C -2.92325 1.26558 -2.87160
C -3.12816 2.04345 -4.05736
C -4.26003 2.79166 -4.27355
C -5.29084 2.83933 -3.32661
C -5.12663 2.11642 -2.15725
C -3.99502 1.33974 -1.90769
C -3.90961 0.61024 -0.63314
N -2.84486 0.35167 0.10012
C -3.28890 -0.31505 1.21397
C -4.63993 -0.47852 1.16237
N -5.02805 0.11962 -0.02011
H -2.32528 2.02227 -4.78572
H -4.35077 3.36750 -5.18977
H -6.17018 3.45153 -3.48377
H -5.88796 2.18486 -1.38367
H -2.59553 -0.61433 1.98362
H -5.34249 -0.93893 1.83503
H -5.94920 0.12829 -0.41599
O 1.29891 3.93715 -4.54828
S 2.23706 3.53937 -3.53048
O 2.87114 4.60978 -2.78977
N 1.66310 2.39766 -2.55891
C 2.32424 1.22783 -2.70513
O 2.09616 0.18595 -2.09627
C 3.44867 1.30863 -3.71334
C 4.34036 0.30913 -4.05818
C 5.32199 0.60554 -4.99618
C 5.39749 1.87504 -5.56828
C 4.49754 2.87363 -5.21329
C 3.53192 2.55969 -4.27677
H 4.25502 -0.66186 -3.58709
H 6.04009 -0.15201 -5.28736
H 6.17037 2.08687 -6.29794
H 4.55416 3.86228 -5.65086

Quick look at relative energies in kJ/mol: run A 38.6; run B 0.0.